1.
Computed, not measured: one molecule with the formula C4H8N2 at a distorted geometry, with ωB97M-V with the def2-TZVPD basis set.

Results
Frontier orbital gap   0.352 hartree
E   -7256.901 eV
HOMO energy   -0.311 Ha
SMILES string   [H]/N=C/N/C=C\C
Energy above the lowest of the compared OMol25 structures with the same formula, charge and spin   0.974 eV

```
14
C4H8N2 | the Open Molecules 2025 dataset | ωB97M-V with the def2-TZVPD basis set
H 3.75376 0.09168 -0.52486
N 2.86272 0.34513 -0.08896
C 1.95324 -0.52190 -0.19559
N 0.77072 -0.37712 0.45033
C -0.36610 -0.95638 -0.11357
C -1.55026 -0.32763 -0.12386
C -1.73990 1.10869 0.25443
H 1.75002 -1.42078 -0.89754
H 0.67175 0.50184 0.94251
H -0.28647 -2.00806 -0.36113
H -2.43268 -0.88150 -0.40411
H -0.87291 1.70916 -0.02169
H -2.61949 1.51798 -0.24420
H -1.89439 1.21888 1.32824
```



2.
Computed, not measured: one molecule with the formula C3H4N4O at a distorted geometry, with ωB97M-V with the def2-TZVPD basis set.

Results
Frontier orbital gap   0.354 hartree
E   -11177.190 eV
HOMO energy   -0.358 Ha
SMILES string   [H]/N=c1/ncon1N=C
Energy above the lowest of the compared OMol25 structures with the same formula, charge and spin   6.779 eV

```
12
C3H4N4O | the Open Molecules 2025 dataset | ωB97M-V with the def2-TZVPD basis set
H -1.21412 -1.28057 -1.72369
N -0.53023 -0.32162 -2.08626
C -0.11487 0.11143 -1.00758
N 0.50024 1.47849 -0.88143
C 0.84676 1.68106 0.30632
O 0.40473 0.74626 1.16379
N 0.34554 -0.43515 0.08931
N -0.35028 -1.57489 0.33904
C -0.90338 -1.45642 1.59281
H 1.57758 2.40316 0.63971
H -1.31211 -2.53558 1.84484
H -1.01714 -0.60131 2.35490
```



3.
Computed, not measured: C3H7N3 as an isolated structure at a distorted geometry, with ωB97M-V with the def2-TZVPD basis set.

Results
Frontier orbital gap   0.404 hartree
E   -7693.583 eV
HOMO energy   -0.375 Ha
Energy above the lowest of the compared OMol25 structures with the same formula, charge and spin   1.096 eV

```
13
C3H7N3 | the Open Molecules 2025 dataset | ωB97M-V with the def2-TZVPD basis set
C -1.83896 -0.02688 -0.14595
C 0.53469 -1.28854 0.18786
C 0.05654 0.11657 -0.10038
N -2.98027 -0.02276 -0.18248
N 0.26244 0.99212 1.00792
N 0.46700 0.62269 -1.34319
H 0.57988 -1.86407 -0.73485
H 1.52967 -1.23947 0.63650
H -0.13464 -1.79243 0.88393
H -0.09333 0.59741 1.87081
H -0.16556 1.89992 0.86533
H 0.34841 1.62785 -1.41145
H 1.43414 0.37760 -1.53405
```



4.
Computed, not measured: C24H38BrIN3O7P2 as an isolated structure at a distorted geometry, with ωB97M-V with the def2-TZVPD basis set.

Results
Frontier orbital gap   0.208 hartree
E   -141020.995 eV
Total charge   +1
HOMO energy   -0.363 Ha

```
76
C24H38BrIN3O7P2 | the Open Molecules 2025 dataset | ωB97M-V with the def2-TZVPD basis set
C 0.25557 3.10244 -0.21837
C 0.12327 1.95234 0.07589
C 0.23795 0.53282 0.04816
C -0.78716 -0.29040 -0.38989
C -2.13364 0.19909 -0.88400
C -2.12523 1.35619 -1.91810
C -3.02810 2.53490 -1.45524
C -2.42267 3.91368 -1.86846
C -4.47865 2.43853 -2.01030
C -5.53130 1.96254 -0.99193
C -5.57921 0.45162 -0.80429
C -6.52497 -0.12197 -0.02236
C -7.98403 0.27379 -0.11254
C -6.16142 -1.17625 1.01130
C -0.54706 -1.67839 -0.32857
N -1.62172 -2.51342 -0.79276
C -1.34216 -3.17218 -2.04539
C -2.52529 -3.72473 -2.80831
O -0.23729 -3.23797 -2.50801
C -2.17800 -3.39256 0.20269
C -2.67395 -2.77293 1.47860
O -2.22771 -4.57674 0.00781
C 0.65726 -2.20451 0.15150
I 1.07338 -4.25747 0.26906
C 1.63743 -1.30169 0.57483
Br 3.27395 -1.92135 1.27595
N 1.41408 0.02086 0.51710
P 2.75368 1.13818 1.13153
N 1.99583 2.09140 2.31105
O 3.06003 2.09981 -0.14644
H 0.34762 4.11843 -0.51705
H -2.63980 -0.63488 -1.35096
H -2.73070 0.42997 0.00048
H -2.55571 1.00555 -2.85393
H -1.12913 1.72793 -2.13200
H -3.11599 2.56424 -0.36859
H -3.17000 4.59805 -2.25521
H -1.60948 3.74599 -2.57448
H -2.00802 4.39647 -0.98344
H -4.82966 3.41298 -2.34606
H -4.51873 1.79768 -2.89388
H -5.44004 2.49141 -0.04405
H -6.49833 2.26285 -1.40820
H -4.84819 -0.12648 -1.36406
H -8.39437 -0.30138 -0.94098
H -8.12401 1.33050 -0.32848
H -8.51634 0.06398 0.81311
H -7.00828 -1.31407 1.68017
H -5.33619 -0.82847 1.62544
H -5.92697 -2.12367 0.51484
H -3.42582 -3.70832 -2.20069
H -2.24889 -4.71797 -3.13952
H -2.65985 -3.04762 -3.65077
H -3.35635 -1.95809 1.24169
H -3.16770 -3.53423 2.06798
H -1.81575 -2.37943 2.02772
H 2.08817 3.07507 2.06923
H 2.53307 1.91847 3.15576
H 4.01023 2.27952 -0.09023
C 8.79717 0.02574 -0.25445
O 7.75241 0.38902 0.66019
P 7.77891 -0.18280 2.14822
O 6.63108 0.26094 2.93522
O 9.20405 0.18804 2.71055
C 9.52530 1.58064 2.84807
O 7.93454 -1.75040 1.97779
C 6.74129 -2.45861 1.64186
H 9.18994 0.93536 -0.70412
H 9.60885 -0.50442 0.24192
H 8.37943 -0.60882 -1.03429
H 8.63353 2.20625 2.81510
H 10.20081 1.86854 2.04319
H 10.02463 1.72100 3.80236
H 7.01529 -3.36632 1.11026
H 6.10000 -1.85183 0.99988
H 6.20515 -2.72248 2.55389
```



5.
Computed, not measured: a 4-piece molecular cluster, C23H40ClFN5O9 overall at a distorted geometry, with ωB97M-V with the def2-TZVPD basis set.

Results
Frontier orbital gap   0.324 hartree
E   -65602.530 eV
Total charge   +1
HOMO energy   -0.433 Ha
Energy above the lowest of the compared OMol25 structures with the same formula, charge and spin   10.187 eV

```
79
C23H40ClFN5O9 | the Open Molecules 2025 dataset | ωB97M-V with the def2-TZVPD basis set
C -1.34087 0.64238 3.57847
C -1.99589 1.94624 2.75892
C -0.82829 2.87170 2.06320
C -1.40777 3.91290 0.88617
N 0.43949 2.17036 1.69516
C 1.69453 2.52535 2.53155
C 2.68868 3.51913 1.63136
N 1.90726 4.64447 0.93796
C 0.71409 1.25384 0.73605
N 2.05887 0.59273 0.36462
C 1.90081 -0.39614 -0.79888
C 3.00698 -1.36429 -1.52752
C 4.55411 -1.07829 -0.96861
C 5.22798 -2.44830 -0.34679
Cl 4.65083 -2.63869 1.40829
N 0.41187 -0.22657 -1.02466
N -0.28469 0.67796 -0.18855
C -1.72214 0.71698 -0.48470
C -2.38345 -0.76577 -0.08068
C -3.42598 -1.20210 -1.31387
F -3.21986 -0.71789 1.14239
H -1.53650 -0.37860 3.04080
H -1.91011 0.56849 4.62575
H -0.20545 0.81978 3.86608
H -2.88205 1.64676 2.05984
H -2.49632 2.59560 3.62922
H -0.54691 3.65139 2.92882
H -1.38762 5.03799 1.23204
H -0.71962 3.82663 -0.07750
H -2.54249 3.65849 0.61777
H 1.42861 3.01265 3.56316
H 2.32594 1.54831 2.80137
H 3.22590 2.93140 0.74736
H 3.54840 4.00412 2.26550
H 2.50528 4.92047 0.10197
H 1.92660 5.49212 1.57183
H 2.98330 -1.09324 -2.68476
H 2.79303 -2.51430 -1.43849
H 4.55523 -0.21353 -0.16816
H 5.26612 -0.72500 -1.84916
H 4.81252 -3.34899 -1.00779
H 6.41221 -2.47186 -0.45952
H -0.15582 -0.73849 -1.76339
H -2.39956 1.53822 -0.04546
H -1.85493 0.77140 -1.67096
H -1.57934 -1.61063 0.02052
H -3.62160 -2.37894 -1.32822
H -4.47031 -0.65006 -1.20614
H -3.01176 -0.93609 -2.37673
C 3.79629 6.18363 -2.87554
C 5.26903 6.39724 -3.01121
O 5.77346 5.99600 -1.75158
C 4.85933 5.13672 -1.21338
O 5.04927 4.46831 -0.21096
O 3.70604 5.12239 -1.94357
H 3.32641 5.90796 -3.82362
H 3.28272 7.05926 -2.46494
H 5.71335 5.76562 -3.78770
H 5.52098 7.44154 -3.21524
C -2.06706 -6.82887 -2.65980
C -2.49686 -5.98164 -1.50634
O -2.23651 -4.66510 -1.95475
C -2.24253 -4.70214 -3.31940
O -2.21984 -3.71488 -4.03528
O -2.27827 -5.98741 -3.77796
H -2.65804 -7.74474 -2.74676
H -1.00552 -7.09327 -2.61190
H -3.56669 -6.07754 -1.29286
H -1.93180 -6.20029 -0.59609
C -5.35892 -3.83687 2.26522
C -3.88740 -4.07987 2.35777
O -3.72148 -5.32466 1.70577
C -4.78213 -5.47384 0.85934
O -4.87360 -6.35213 0.01796
O -5.72594 -4.51183 1.07666
H -5.60184 -2.77289 2.19759
H -5.90881 -4.27501 3.10471
H -3.30404 -3.32119 1.82542
H -3.53896 -4.13457 3.39278
```